One molecule with the formula C4H4N2. Source: the Open Molecules 2025 dataset; level of theory: ωB97M-V/def2-TZVPD.

Properties
E_HOMO = -10.2 eV
lowest unoccupied orbital energy = -0.01975 Ha
structure (SMILES) = [H]/N=C1/C=CC=N1
gap between HOMO and LUMO = 9.68 eV
energy above the lowest of the compared OMol25 structures with the same formula, charge and spin = 1.414 eV

The geometry in ORCA input format:
```
! wB97M-V def2-TZVPD RIJCOSX def2/J DEFGRID3
* xyz 0 1
C -1.31 0.18 0.11
C -0.35 1.30 0.03
N 0.90 1.01 -0.07
C 0.92 -0.41 -0.07
N 1.87 -1.21 -0.16
C -0.62 -0.96 0.05
H -2.38 0.34 0.20
H -0.67 2.33 0.05
H 2.73 -0.62 -0.23
H -1.11 -1.95 0.09
*
```



A 2-piece molecular cluster, C4H4N2 overall. Source: the Open Molecules 2025 dataset; level of theory: ωB97M-V/def2-TZVPD.

Properties
E_HOMO (spin up / spin down) = -8.8 / -8.8 eV
lowest unoccupied orbital energy (spin up / spin down) = -0.06176 / -0.06176 Ha
gap between HOMO and LUMO (spin up / spin down) = 7.14 / 7.14 eV
energy above the lowest of the compared OMol25 structures with the same formula, charge and spin = 4.741 eV

The geometry in ORCA input format:
```
! wB97M-V def2-TZVPD RIJCOSX def2/J DEFGRID3
* xyz 0 1
N -1.15 -0.72 -0.37
C -0.26 -0.63 0.57
C 1.09 -0.28 0.34
C 2.28 -0.15 0.22
C -0.73 1.94 0.02
N -0.91 1.87 -1.14
H -1.03 -0.08 -1.17
H -2.09 -0.98 -0.12
H -0.53 -0.97 1.57
H 3.33 -0.01 0.09
*
```



One molecule with the formula C4H4N2. Source: the Open Molecules 2025 dataset; level of theory: ωB97M-V/def2-TZVPD.

Properties
E_HOMO = -8.5 eV
lowest unoccupied orbital energy = 0.03083 Ha
structure (SMILES) = C#CC(N)=C=N
gap between HOMO and LUMO = 9.34 eV
energy above the lowest of the compared OMol25 structures with the same formula, charge and spin = 3.156 eV

The geometry in ORCA input format:
```
! wB97M-V def2-TZVPD RIJCOSX def2/J DEFGRID3
* xyz 0 1
N -1.21 -0.97 -0.62
C -0.24 0.00 -0.21
C 1.17 -0.24 -0.16
C 2.35 -0.48 -0.04
C -0.71 1.12 0.32
N -1.18 2.13 0.81
H -1.34 -0.97 -1.63
H -0.91 -1.90 -0.34
H -1.33 1.98 1.81
H 3.39 -0.67 0.06
*
```



One molecule with the formula C4H4N2. Source: the Open Molecules 2025 dataset; level of theory: ωB97M-V/def2-TZVPD.

Properties
E_HOMO = -11.8 eV
lowest unoccupied orbital energy = 0.02000 Ha
gap between HOMO and LUMO = 12.31 eV
energy above the lowest of the compared OMol25 structures with the same formula, charge and spin = 1.376 eV

The geometry in ORCA input format:
```
! wB97M-V def2-TZVPD RIJCOSX def2/J DEFGRID3
* xyz 0 1
N 1.80 -0.26 0.29
C 2.84 0.11 -0.09
C 0.43 -0.64 0.18
C -0.41 0.62 -0.06
C -1.83 0.27 -0.20
N -2.93 -0.06 -0.31
H 0.09 -1.19 1.06
H 0.36 -1.30 -0.69
H -0.07 1.13 -0.96
H -0.29 1.32 0.78
*
```



One molecule with the formula C4H4N2O. Source: the Open Molecules 2025 dataset; level of theory: ωB97M-V/def2-TZVPD.

Properties
E_HOMO = -9.1 eV
lowest unoccupied orbital energy = -0.00989 Ha
structure (SMILES) = [H]/N=c1\nccco1
gap between HOMO and LUMO = 8.88 eV
energy above the lowest of the compared OMol25 structures with the same formula, charge and spin = 1.776 eV

The geometry in ORCA input format:
```
! wB97M-V def2-TZVPD RIJCOSX def2/J DEFGRID3
* xyz 0 1
C 0.27 0.92 -0.36
C 0.03 -1.35 -0.72
C -0.61 -1.58 0.54
C -0.70 -0.53 1.38
H 0.86 2.01 -1.68
H 0.13 -2.22 -1.40
H -0.65 -2.62 0.81
H -0.97 -0.35 2.38
N 0.60 2.10 -0.64
N 0.57 -0.21 -1.14
O -0.19 0.65 0.91
*
```



A 2-piece molecular cluster, C4H4N2O overall. Source: the Open Molecules 2025 dataset; level of theory: ωB97M-V/def2-TZVPD.

Properties
E_HOMO = -9.5 eV
lowest unoccupied orbital energy = -0.03914 Ha
structure (SMILES) = O=C1C=C=NC=N1.[H][H]
gap between HOMO and LUMO = 8.46 eV
energy above the lowest of the compared OMol25 structures with the same formula, charge and spin = 3.979 eV

The geometry in ORCA input format:
```
! wB97M-V def2-TZVPD RIJCOSX def2/J DEFGRID3
* xyz 0 1
O 2.44 -1.23 0.00
C 1.28 -0.92 -0.01
C 0.92 0.57 0.05
C -0.39 0.58 0.02
N -1.43 -0.09 -0.04
C -1.01 -1.43 -0.09
N 0.21 -1.83 -0.09
H 1.67 1.34 0.12
H -0.92 2.58 -0.28
H -0.95 2.57 0.47
H -1.83 -2.14 -0.15
*
```



One molecule with the formula C4H4N2O. Source: the Open Molecules 2025 dataset; level of theory: ωB97M-V/def2-TZVPD.

Properties
E_HOMO (spin up / spin down) = -8.3 / -8.3 eV
lowest unoccupied orbital energy (spin up / spin down) = -0.01413 / -0.01416 Ha
gap between HOMO and LUMO (spin up / spin down) = 7.87 / 7.87 eV
energy above the lowest of the compared OMol25 structures with the same formula, charge and spin = 6.476 eV

The geometry in ORCA input format:
```
! wB97M-V def2-TZVPD RIJCOSX def2/J DEFGRID3
* xyz 0 1
C 2.46 -1.35 2.12
C 1.19 0.15 -0.17
C -1.92 0.89 -1.75
C -1.05 0.56 -0.81
N 1.44 -0.86 1.79
N 0.72 -0.27 1.01
O 0.30 0.60 -1.02
H 2.78 -1.99 2.92
H -2.97 0.82 -1.54
H -1.60 1.24 -2.72
H -1.35 0.21 0.17
*
```



One molecule with the formula C4H4N2O. Source: the Open Molecules 2025 dataset; level of theory: ωB97M-V/def2-TZVPD.

Properties
E_HOMO = -9.4 eV
lowest unoccupied orbital energy = -0.03403 Ha
structure (SMILES) = O/C=C1/C=CN=N1
gap between HOMO and LUMO = 8.46 eV
energy above the lowest of the compared OMol25 structures with the same formula, charge and spin = 3.274 eV

The geometry in ORCA input format:
```
! wB97M-V def2-TZVPD RIJCOSX def2/J DEFGRID3
* xyz 0 1
C 0.88 0.69 1.31
C 0.34 0.07 0.19
C 0.49 -0.86 -0.86
C -0.70 -0.92 -1.52
H -1.01 1.39 1.74
H 1.93 0.59 1.81
H 1.49 -1.36 -1.34
H -0.88 -1.55 -2.33
N -1.55 0.03 -1.04
N -0.95 0.59 -0.05
O -0.04 1.34 2.07
*
```



One molecule with the formula C4H4N2O. Source: the Open Molecules 2025 dataset; level of theory: ωB97M-V/def2-TZVPD.

Properties
E_HOMO = -9.2 eV
lowest unoccupied orbital energy = -0.01705 Ha
structure (SMILES) = [H]/N=C1\N=COC1=C
gap between HOMO and LUMO = 8.74 eV
energy above the lowest of the compared OMol25 structures with the same formula, charge and spin = 3.084 eV

The geometry in ORCA input format:
```
! wB97M-V def2-TZVPD RIJCOSX def2/J DEFGRID3
* xyz 0 1
C 1.44 -1.16 0.88
C 0.62 -0.18 0.30
C -0.03 1.49 -0.73
C -0.71 -0.41 -0.01
H 0.83 -1.88 1.46
H 2.47 -1.40 0.99
H 0.12 2.36 -1.20
H -2.36 -0.99 0.39
N -1.21 0.87 -0.67
N -1.45 -1.31 0.56
O 1.21 0.82 -0.45
*
```



One molecule with the formula C4H4N2O. Source: the Open Molecules 2025 dataset; level of theory: ωB97M-V/def2-TZVPD.

Properties
E_HOMO (spin up / spin down) = -8.7 / -8.7 eV
lowest unoccupied orbital energy (spin up / spin down) = -0.01818 / -0.01819 Ha
structure (SMILES) = N=C=C/C=C\N=O
gap between HOMO and LUMO (spin up / spin down) = 8.20 / 8.20 eV
energy above the lowest of the compared OMol25 structures with the same formula, charge and spin = 4.342 eV

The geometry in ORCA input format:
```
! wB97M-V def2-TZVPD RIJCOSX def2/J DEFGRID3
* xyz 0 1
N 2.54 0.19 -0.12
C 1.43 -0.29 -0.26
C 0.28 -0.94 -0.44
C -0.99 -0.59 0.14
C -1.55 0.63 0.38
N -1.12 1.85 -0.17
O 0.05 1.89 -0.53
H 3.10 -0.07 0.69
H 0.38 -1.91 -0.94
H -1.59 -1.45 0.40
H -2.52 0.70 0.85
*
```



One molecule with the formula C4H4N2O. Source: the Open Molecules 2025 dataset; level of theory: ωB97M-V/def2-TZVPD.

Properties
E_HOMO = -9.5 eV
lowest unoccupied orbital energy = 0.01507 Ha
structure (SMILES) = O=Cc1cnc[nH]1
gap between HOMO and LUMO = 9.89 eV
energy above the lowest of the compared OMol25 structures with the same formula, charge and spin = 1.008 eV

The geometry in ORCA input format:
```
! wB97M-V def2-TZVPD RIJCOSX def2/J DEFGRID3
* xyz 0 1
O -2.86 -0.41 -0.08
C -1.73 -0.43 0.32
C -0.45 -0.09 -0.37
C 0.07 1.18 -0.51
N 1.41 1.21 -0.23
C 1.73 -0.02 0.05
N 0.66 -0.85 0.00
H -1.47 -0.66 1.38
H -0.45 2.10 -0.74
H 2.71 -0.37 0.37
H 0.70 -1.85 -0.03
*
```



C4H4N2O as an isolated structure. Source: the Open Molecules 2025 dataset; level of theory: ωB97M-V/def2-TZVPD.

Properties
E_HOMO = -9.8 eV
lowest unoccupied orbital energy = -0.03221 Ha
gap between HOMO and LUMO = 8.93 eV
energy above the lowest of the compared OMol25 structures with the same formula, charge and spin = 3.345 eV

The geometry in ORCA input format:
```
! wB97M-V def2-TZVPD RIJCOSX def2/J DEFGRID3
* xyz 0 1
O 2.26 -1.34 -0.04
C 1.18 -0.79 0.02
C 1.05 0.69 0.02
C -0.15 1.28 -0.12
N -1.33 0.53 -0.21
C -1.12 -0.85 -0.16
N -0.02 -1.50 0.05
H 1.96 1.27 0.12
H -0.27 2.36 -0.19
H -1.52 -0.25 0.88
H -2.04 -1.39 -0.38
*
```



One molecule with the formula C4H4N2O. Source: the Open Molecules 2025 dataset; level of theory: ωB97M-V/def2-TZVPD.

Properties
E_HOMO = -9.7 eV
lowest unoccupied orbital energy = -0.03549 Ha
gap between HOMO and LUMO = 8.77 eV
energy above the lowest of the compared OMol25 structures with the same formula, charge and spin = 4.836 eV

The geometry in ORCA input format:
```
! wB97M-V def2-TZVPD RIJCOSX def2/J DEFGRID3
* xyz 0 1
O -1.04 1.26 -2.27
C -0.25 1.03 -1.40
C 0.67 -1.41 -1.14
C 0.28 -1.41 0.12
N -0.01 -0.47 1.11
C -0.14 0.88 0.95
N -0.30 1.56 -0.12
H 0.67 0.41 -1.62
H 0.20 -2.46 0.42
H 0.06 -0.80 2.07
H -0.15 1.42 1.90
*
```



A 2-piece molecular cluster, C4H4N2O overall. Source: the Open Molecules 2025 dataset; level of theory: ωB97M-V/def2-TZVPD.

Properties
E_HOMO = -9.9 eV
lowest unoccupied orbital energy = 0.03221 Ha
structure (SMILES) = [H]/N=C/N=C=O.C#C
gap between HOMO and LUMO = 10.82 eV
energy above the lowest of the compared OMol25 structures with the same formula, charge and spin = 2.986 eV

The geometry in ORCA input format:
```
! wB97M-V def2-TZVPD RIJCOSX def2/J DEFGRID3
* xyz 0 1
O 2.24 -1.19 0.77
C 1.16 -1.27 0.34
C 1.31 1.23 -0.45
C 0.31 1.74 -0.01
N -1.45 -0.02 0.62
C -1.15 -0.97 -0.16
N 0.09 -1.57 -0.17
H 2.24 0.89 -0.83
H -0.55 2.24 0.37
H -2.38 0.33 0.42
H -1.83 -1.41 -0.90
*
```



One molecule with the formula C4H4N2O. Source: the Open Molecules 2025 dataset; level of theory: ωB97M-V/def2-TZVPD.

Properties
E_HOMO = -9.3 eV
lowest unoccupied orbital energy = 0.01345 Ha
structure (SMILES) = O=c1cc[nH]cn1
gap between HOMO and LUMO = 9.69 eV
energy above the lowest of the compared OMol25 structures with the same formula, charge and spin = 0.192 eV

The geometry in ORCA input format:
```
! wB97M-V def2-TZVPD RIJCOSX def2/J DEFGRID3
* xyz 0 1
O -1.80 -0.88 -1.83
C -1.09 -0.39 -0.99
C 0.32 -0.04 -1.24
C 1.15 0.18 -0.20
N 0.63 0.21 1.08
C -0.72 0.12 1.25
N -1.57 -0.13 0.32
H 0.69 -0.03 -2.26
H 2.22 0.35 -0.29
H 1.24 0.31 1.88
H -1.07 0.29 2.27
*
```



One molecule with the formula C4H4N2O. Source: the Open Molecules 2025 dataset; level of theory: ωB97M-V/def2-TZVPD.

Properties
E_HOMO = -9.1 eV
lowest unoccupied orbital energy = 0.01296 Ha
structure (SMILES) = N=C=C/N=C\C=O
gap between HOMO and LUMO = 9.41 eV
energy above the lowest of the compared OMol25 structures with the same formula, charge and spin = 2.937 eV

The geometry in ORCA input format:
```
! wB97M-V def2-TZVPD RIJCOSX def2/J DEFGRID3
* xyz 0 1
N -0.90 -1.90 -0.81
C -0.85 -0.69 -0.95
C -0.89 0.63 -1.03
N -0.26 1.56 -0.19
C 0.51 1.23 0.78
C 0.92 -0.16 1.21
O 1.90 -0.71 0.78
H -0.17 -2.43 -1.30
H -1.47 1.06 -1.84
H 0.94 2.04 1.37
H 0.28 -0.64 1.98
*
```



One molecule with the formula C4H4N2O2. Source: the Open Molecules 2025 dataset; level of theory: ωB97M-V/def2-TZVPD.

Properties
E_HOMO = -10.7 eV
lowest unoccupied orbital energy = -0.02144 Ha
structure (SMILES) = O=CC1(O)C=NN=C1
gap between HOMO and LUMO = 10.07 eV
energy above the lowest of the compared OMol25 structures with the same formula, charge and spin = 4.725 eV

The geometry in ORCA input format:
```
! wB97M-V def2-TZVPD RIJCOSX def2/J DEFGRID3
* xyz 0 1
C 0.25 -0.11 -0.20
C 1.53 0.62 0.04
C -0.91 0.66 -0.80
C -0.39 -0.45 1.03
H -0.36 -1.93 -0.55
H 2.35 0.01 -0.26
H -1.00 1.15 -1.72
H -0.09 -1.07 1.89
N -1.96 0.63 -0.14
N -1.56 0.05 1.19
O 0.51 -1.26 -1.00
O 1.63 1.70 0.52
*
```



One molecule with the formula C4H4N2O2. Source: the Open Molecules 2025 dataset; level of theory: ωB97M-V/def2-TZVPD.

Properties
E_HOMO = -9.6 eV
lowest unoccupied orbital energy = -0.00173 Ha
structure (SMILES) = C#C[C@@H]1ON=CNO1
gap between HOMO and LUMO = 9.55 eV
energy above the lowest of the compared OMol25 structures with the same formula, charge and spin = 10.984 eV

The geometry in ORCA input format:
```
! wB97M-V def2-TZVPD RIJCOSX def2/J DEFGRID3
* xyz 0 1
C -2.66 0.11 -0.49
C -1.47 -0.49 0.08
C -0.26 -0.21 0.93
C 1.33 0.46 -0.73
H -3.62 0.19 -1.05
H -0.57 -0.11 2.08
H 2.39 -1.11 -0.34
H 1.74 0.56 -1.73
N 1.17 -1.03 -0.56
N 0.94 1.49 -0.11
O 0.86 -0.97 0.89
O 0.14 1.13 1.04
*
```



One molecule with the formula C4H4N2O2. Source: the Open Molecules 2025 dataset; level of theory: ωB97M-V/def2-TZVPD.

Properties
E_HOMO = -9.6 eV
lowest unoccupied orbital energy = 0.01966 Ha
structure (SMILES) = O=C(O)c1c[nH]cn1
gap between HOMO and LUMO = 10.17 eV
energy above the lowest of the compared OMol25 structures with the same formula, charge and spin = 0.000 eV

The geometry in ORCA input format:
```
! wB97M-V def2-TZVPD RIJCOSX def2/J DEFGRID3
* xyz 0 1
C -1.92 0.11 -0.01
C -0.43 0.08 -0.02
C 0.44 1.11 0.01
C 1.53 -0.82 -0.01
H -1.70 -1.74 0.05
H 0.18 2.16 0.07
H 2.58 1.11 0.03
H 2.37 -1.50 -0.09
N 1.71 0.58 -0.02
N 0.26 -1.10 0.01
O -2.45 -1.10 0.00
O -2.57 1.11 -0.02
*
```



One molecule with the formula C4H4N2O2. Source: the Open Molecules 2025 dataset; level of theory: ωB97M-V/def2-TZVPD.

Properties
E_HOMO = -8.9 eV
lowest unoccupied orbital energy = 0.02205 Ha
structure (SMILES) = O=COn1cccn1
gap between HOMO and LUMO = 9.55 eV
energy above the lowest of the compared OMol25 structures with the same formula, charge and spin = 6.206 eV

The geometry in ORCA input format:
```
! wB97M-V def2-TZVPD RIJCOSX def2/J DEFGRID3
* xyz 0 1
C -2.19 -0.12 0.18
C 0.76 1.13 0.37
C 1.70 0.01 0.37
C 1.21 -1.11 -0.24
H -3.23 0.10 -0.46
H 1.00 2.19 0.83
H 2.68 0.19 0.62
H 1.58 -2.05 -0.80
N -0.27 0.55 -0.37
N -0.09 -0.74 -0.78
O -1.69 -0.99 0.81
O -1.46 0.85 -0.53
*
```